(1)
ORCA calculation (ωB97M-V/def2-TZVPD) on a molecular structure, C16H26B2F4I3N2O10P in a non-equilibrium geometry.

Multiplicity: 1
HOMO-LUMO gap: 0.1778 hartree
HOMO level: -0.2102 Eh
M: 915.69 Da
DFT total energy: -86278.131 eV
Maximum force: 6.02 eV Å⁻¹
LUMO energy: -0.032 Ha

Atoms and positions in Å:
C -2.550 1.254 4.600
C -1.614 0.202 3.938
B -1.426 0.635 2.393
O -1.167 2.029 2.256
C -1.378 -0.397 1.087
N -2.698 -0.675 0.771
C -3.434 0.202 1.330
O -4.280 1.166 0.905
O -0.877 -1.729 1.561
C 0.369 -2.223 1.329
I 1.264 -2.065 3.403
C 1.247 -1.683 0.179
B 2.836 -1.846 0.614
O 3.842 -1.055 0.098
O 3.312 -2.943 1.287
C 1.473 -2.621 -1.060
I -0.039 -4.115 -1.578
C 2.177 -1.950 -2.278
C 1.445 -1.859 -3.629
N 0.870 -0.252 -0.112
C 1.570 0.754 0.779
O 2.684 1.341 0.191
C 2.499 2.256 -0.811
C 2.739 3.711 -0.521
O 2.224 1.887 -1.920
C -0.638 0.077 -0.197
C -1.181 -0.911 -1.317
P -2.649 -0.819 -2.385
O -4.000 -0.881 -1.839
O -2.574 0.404 -3.438
O -2.499 -2.147 -3.322
C -0.983 1.475 -0.814
F -2.316 1.560 -0.940
F -0.497 1.405 -2.097
C -0.627 2.935 -0.326
F -0.317 3.679 -1.437
F -1.684 3.565 0.204
H -3.106 1.771 3.795
H -2.005 2.001 5.189
H -3.220 0.751 5.302
H -1.938 -0.833 4.034
H -0.627 0.323 4.416
H -0.439 2.305 2.829
H 0.297 -3.306 1.221
H 4.294 -1.514 -0.618
H 2.654 -3.649 1.314
H 2.171 -3.406 -0.784
H 3.112 -2.478 -2.488
H 2.524 -0.937 -2.050
H 0.822 -0.962 -3.661
H 2.206 -1.662 -4.389
H 0.919 -2.755 -3.947
H 1.195 0.043 -1.049
H 1.867 0.327 1.740
H 0.871 1.508 1.143
H 2.384 4.296 -1.362
H 3.800 3.916 -0.365
H 2.208 4.015 0.384
H -1.325 -1.864 -0.813
H -0.347 -1.031 -2.018
H -3.150 0.129 -4.165
H -1.579 -2.272 -3.598
H 0.197 3.106 0.363
I -4.907 1.814 2.677



(2)
ORCA calculation (ωB97M-V/def2-TZVPD) on 2 unconnected molecules or ions with the total composition C16H26BIN2O6PS in a non-equilibrium geometry.

Multiplicity: 1
HOMO-LUMO gap: 0.2784 hartree
HOMO level: -0.4115 Eh
M: 543.15 Da
DFT total energy: -61170.401 eV
Maximum force: 5.87 eV Å⁻¹
Total charge: +1
LUMO energy: -0.133 Ha

Atoms and positions in Å:
C -0.484 3.158 -5.622
O 0.394 1.979 -5.421
B 1.351 2.414 -4.449
O 2.490 3.185 -4.937
C 1.269 2.166 -2.839
N 0.529 3.055 -1.984
C 0.691 2.541 -0.641
P -0.131 3.374 0.835
O -1.094 4.447 0.243
C 1.589 1.290 -0.626
C 2.125 0.361 0.551
C 1.062 0.075 1.721
C 1.432 1.048 2.979
S 0.021 0.946 4.175
O 0.571 0.828 5.566
O -0.934 2.092 4.035
O -0.799 -0.505 3.852
N 1.866 1.136 -2.049
C 2.695 -0.010 -2.526
C 1.780 -1.231 -3.067
C 0.365 -1.376 -2.318
I -1.272 -0.335 -3.369
H -0.591 3.422 -6.733
H -1.479 2.905 -5.123
H 0.000 4.059 -5.080
H 2.172 4.115 -4.970
H 0.015 3.865 -2.353
H -0.949 2.436 1.540
H 0.831 3.980 1.711
H 3.066 0.858 0.982
H 2.417 -0.660 0.110
H 1.288 -0.992 2.105
H -0.027 0.155 1.399
H 2.393 0.718 3.516
H 1.636 2.091 2.566
H -0.146 -1.253 3.906
H 3.487 -0.331 -1.762
H 3.280 0.379 -3.444
H 1.591 -1.054 -4.178
H 2.376 -2.197 -2.894
H 0.077 -2.493 -2.379
H 0.394 -1.132 -1.200
C -3.665 -3.524 4.308
C -2.626 -2.900 3.624
C -2.070 -3.504 2.500
C -2.560 -4.728 2.054
C -3.602 -5.349 2.735
C -4.152 -4.750 3.865
H -4.096 -3.055 5.186
H -2.248 -1.943 3.968
H -1.255 -3.021 1.971
H -2.131 -5.197 1.175
H -3.985 -6.303 2.386
H -4.960 -5.237 4.398